(1)
Entry from the Open Molecules 2025 dataset: 4 unconnected molecules or ions with the total composition C8H16O16S4 (ωB97M-V with the def2-TZVPD basis set).

```
44
Properties=species:S:1:pos:R:3:forces:R:3
C 4.843 -1.874 3.641 0.99 2.41 -0.98
C 3.552 -2.444 4.020 -0.28 0.28 1.99
O 3.529 -3.730 3.485 0.63 -1.15 -2.32
S 4.355 -3.698 2.009 -0.14 0.13 -2.44
O 3.407 -3.560 0.880 2.14 -0.54 3.12
O 5.441 -4.675 1.926 -2.52 1.54 0.78
O 5.025 -2.223 2.250 -0.46 -1.34 0.60
H 5.702 -2.073 4.283 0.02 -0.70 -0.31
H 4.723 -0.791 3.628 0.26 0.11 0.03
H 2.742 -1.762 3.758 -0.33 -0.53 -0.56
H 3.555 -2.536 5.106 -0.32 -0.20 0.08
C -1.804 5.730 -6.565 -0.24 -1.64 0.48
C -1.834 4.803 -7.768 -2.50 -0.14 0.62
O -0.616 4.889 -8.360 3.60 0.26 -1.53
S -0.079 6.445 -8.388 -1.31 -0.29 1.27
O -0.751 7.074 -9.499 0.81 -0.37 1.37
O 1.339 6.652 -8.169 -2.57 -0.91 -0.30
O -0.884 6.690 -6.925 1.84 2.79 -1.74
H -1.394 5.307 -5.648 -0.24 -0.47 0.01
H -2.831 6.047 -6.384 0.21 0.74 0.01
H -2.608 5.189 -8.432 -0.07 0.05 -0.33
H -2.114 3.771 -7.557 0.48 0.00 0.14
C -0.639 1.145 -0.407 -0.73 0.00 3.78
C 0.099 1.946 0.718 -1.62 0.34 1.19
O 1.388 2.193 0.288 2.44 -0.71 -2.75
S 1.506 2.086 -1.417 -0.82 -0.54 2.11
O 2.440 1.029 -1.722 -1.55 1.35 0.31
O 1.607 3.376 -2.028 0.01 -1.11 0.54
O -0.095 1.665 -1.501 2.57 1.01 -4.46
H -1.715 1.317 -0.420 0.05 0.30 0.04
H -0.518 0.072 -0.259 0.46 -0.16 -0.23
H 0.053 1.428 1.676 0.57 -0.42 -0.13
H -0.208 2.961 0.970 -1.40 -0.07 -0.42
C -3.611 -5.602 5.535 1.43 -0.41 0.40
C -3.408 -4.172 5.757 -2.76 0.64 1.24
O -2.732 -3.711 4.647 1.56 0.73 -2.62
S -3.104 -4.560 3.269 -2.21 0.00 -2.98
O -1.983 -5.236 2.608 -1.74 1.67 2.26
O -4.027 -3.811 2.309 3.04 -2.21 4.13
O -3.989 -5.656 4.142 0.42 0.13 -0.30
H -4.313 -5.977 6.280 -0.43 -0.42 -0.86
H -2.620 -6.001 5.748 -0.06 -1.11 -0.63
H -2.999 -3.930 6.738 0.81 0.11 -0.47
H -4.430 -3.795 5.779 -0.08 0.89 -0.16
```
Forces are in eV/Å.

Total charge: 0
Molar mass, g mol⁻¹: 496.5
SMILES: O=S1(=O)OCCO1.O=S1(=O)OCCO1.O=S1(=O)OCCO1.O=S1(=O)OCCO1
Frontier orbital gap, eV: 11.117

(2)
Entry from the Open Molecules 2025 dataset: a gas-phase ion, C10H16N2 (charge +2) (ωB97M-V with the def2-TZVPD basis set).

```
28
Properties=species:S:1:pos:R:3:forces:R:3
C -0.478 -0.279 -2.057 0.14 -0.54 -2.34
C -0.511 0.450 -0.936 -0.53 0.07 1.15
C 0.751 -1.406 -0.488 0.85 -0.54 -0.07
C 0.375 -1.492 -1.794 -0.17 1.26 0.39
C -0.786 3.745 2.215 1.12 -1.34 -2.30
C -0.284 2.612 1.607 -0.28 -0.40 2.00
C 0.620 0.171 1.476 -0.98 2.24 -0.39
C 0.180 -0.230 0.105 -0.25 0.28 -0.48
C 0.030 1.389 2.242 0.54 -0.86 -1.21
C 0.729 -2.574 -2.733 -2.00 -1.51 0.82
N 0.059 1.321 3.796 2.55 -1.59 -2.95
N -0.586 -2.834 -3.603 1.77 1.01 2.81
H -0.953 0.063 -3.032 0.69 -0.72 1.38
H -1.115 1.302 -0.835 -0.50 1.02 0.19
H 1.545 -1.983 -0.012 -0.53 -0.20 -0.04
H -0.932 4.627 1.643 -0.25 0.58 -0.18
H -0.965 3.727 3.218 -0.63 0.41 2.61
H -0.137 2.642 0.559 0.22 -0.16 -0.86
H 0.656 -0.703 2.056 0.31 -1.12 1.07
H 1.609 0.465 1.148 1.06 0.06 0.65
H 0.882 -3.483 -2.140 -0.03 0.05 -0.29
H 1.521 -2.501 -3.398 1.52 0.69 -1.25
H 0.184 0.360 4.177 0.07 0.71 -0.49
H -0.844 1.591 3.992 -2.48 1.39 1.62
H 0.835 1.921 4.102 -0.60 0.11 0.50
H -0.686 -3.807 -3.815 -0.48 -0.72 -0.06
H -0.492 -2.295 -4.442 -0.55 0.54 -0.60
H -1.210 -2.436 -2.860 -0.60 -0.73 -1.65
```
Forces are in eV/Å.

Total charge: +2
Molar mass, g mol⁻¹: 164.3
Frontier orbital gap (spin up / spin down), eV: 6.852 / 7.674

(3)
Entry from the Open Molecules 2025 dataset: a molecular structure, C23H41MnNO2P2 (ωB97M-V with the def2-TZVPD basis set).

```
70
Properties=species:S:1:pos:R:3:forces:R:3
Mn 0.972 -1.379 -2.456 -2.45 -0.49 6.11
C -0.684 -1.305 -0.780 0.75 -1.44 -0.50
C -0.313 -2.642 -1.184 0.34 0.46 1.03
C 1.552 -1.617 -0.242 -1.01 0.04 0.06
C 0.446 -0.709 -0.142 1.14 -1.17 -0.72
C 1.072 -2.849 -0.829 -0.98 1.02 -0.17
C -2.064 -0.754 -0.799 -0.32 0.28 -0.21
H -2.711 -1.314 -1.484 0.13 0.13 0.17
H -2.063 0.297 -1.111 -0.08 -0.14 0.07
H -2.510 -0.807 0.204 0.08 0.00 -0.20
C 0.442 0.519 0.682 0.04 0.74 0.18
H -0.535 1.020 0.654 0.29 -0.07 -0.05
H 1.206 1.240 0.355 -0.24 -0.26 0.29
H 0.654 0.267 1.737 -0.04 0.06 -0.37
C 2.888 -1.409 0.377 0.31 0.17 0.23
H 2.800 -1.409 1.472 0.07 0.00 -0.15
H 3.305 -0.433 0.088 0.05 -0.31 0.09
H 3.591 -2.210 0.111 -0.13 0.32 0.02
C 1.772 -4.160 -0.831 0.27 -0.38 -0.14
H 1.611 -4.692 0.120 0.05 0.21 -0.21
H 2.851 -4.037 -0.966 -0.09 -0.10 0.06
H 1.404 -4.817 -1.626 0.08 0.11 0.11
C -1.249 -3.726 -1.591 -0.35 -0.31 -0.29
H -1.716 -4.201 -0.712 0.15 0.16 -0.24
H -0.731 -4.516 -2.147 -0.16 0.14 0.08
H -2.059 -3.347 -2.224 0.10 -0.12 0.08
C -1.634 3.743 -0.936 -0.24 -0.44 0.35
C -2.742 2.984 -0.898 0.21 0.32 0.30
C -3.949 2.986 -1.805 0.11 -0.16 -0.45
C -3.799 3.554 -3.238 -0.38 1.41 -0.49
C -2.720 2.921 -4.054 -0.46 -0.37 -0.16
C -1.442 2.845 -3.659 0.67 -0.16 0.40
C -0.622 4.025 -3.245 -0.32 0.23 1.44
C -1.225 4.723 -1.996 0.43 0.54 -0.17
H -4.770 3.556 -1.337 0.28 -0.18 0.03
H -3.667 4.643 -3.182 -0.43 -0.12 0.02
H -4.322 1.950 -1.881 0.15 0.26 0.02
H -2.058 5.355 -2.326 0.30 -0.07 0.25
H -0.897 3.668 -0.124 -0.45 -0.30 -0.24
H -2.863 2.290 -0.055 0.17 0.37 -0.19
H -0.441 5.364 -1.569 -0.38 0.13 -0.12
H 0.405 3.683 -3.006 -0.59 0.36 -0.34
H -0.955 1.881 -3.497 0.20 0.19 -1.48
H -0.590 4.749 -4.087 0.18 -0.47 0.48
H -4.742 3.338 -3.763 0.17 0.41 0.21
H -3.035 2.520 -5.018 -0.26 -1.58 0.71
P 0.526 -0.185 -4.134 0.74 1.17 -3.78
C 0.582 1.278 -5.233 -0.82 0.60 0.23
C -0.713 -1.213 -5.037 0.26 0.00 -0.13
P 2.537 -2.093 -3.665 2.07 0.11 -2.78
C 2.310 -0.562 -4.646 -0.54 -0.27 -0.16
C 2.381 -3.310 -5.032 0.11 -0.40 0.26
C 4.302 -1.995 -3.230 0.03 -0.61 0.24
H 1.243 2.008 -4.758 -0.18 0.10 -0.23
H -0.414 1.707 -5.383 0.48 0.01 -0.15
H 1.013 0.956 -6.184 -0.05 -0.02 0.16
H -0.513 -1.159 -6.110 -0.17 -0.09 0.03
H -1.691 -0.762 -4.819 0.20 -0.05 -0.10
H -0.749 -2.259 -4.709 0.09 0.25 -0.02
H 4.918 -2.318 -4.076 -0.02 0.11 0.18
H 4.492 -2.640 -2.367 0.21 0.07 -0.13
H 4.543 -0.961 -2.957 -0.11 -0.24 -0.04
H 2.946 0.275 -4.302 -0.36 -0.43 -0.30
H 2.351 -0.714 -5.737 0.33 0.09 0.37
H 2.555 -4.316 -4.633 0.00 0.10 -0.26
H 3.112 -3.080 -5.823 -0.18 -0.13 0.36
H 1.371 -3.287 -5.471 0.30 0.09 0.27
O 2.728 1.547 -2.111 -2.30 2.91 -1.01
N 1.988 2.547 -1.942 2.55 -2.78 5.39
O 1.739 2.969 -0.795 0.00 -0.03 -4.31
```
Forces are in eV/Å.

Multiplicity: 5
Expectation value of S²: 6.102
Total charge: +1
Molar mass, g mol⁻¹: 480.5
Frontier orbital gap (spin up / spin down), eV: 6.449 / 4.074

(4)
Entry from the Open Molecules 2025 dataset: 5 unconnected molecules or ions with the total composition C23H45BN5O15S (ωB97M-V with the def2-TZVPD basis set).

```
90
Properties=species:S:1:pos:R:3:forces:R:3
N 2.130 3.586 -0.917 -0.76 -5.01 2.45
C 2.037 2.371 -0.260 -0.36 4.31 -2.00
N 3.188 2.025 0.687 -3.10 -0.01 0.13
N 0.811 1.513 -0.498 1.75 -0.45 1.14
C 1.194 0.129 -0.974 0.50 -1.26 -0.02
C 1.019 -0.126 -2.585 1.37 -0.40 0.20
C 0.652 -1.710 -2.794 0.49 -0.43 -1.28
C -0.852 -2.019 -3.353 0.08 -0.44 0.93
C -2.086 -1.492 -2.423 -1.58 -0.79 -0.61
C -2.404 0.103 -2.258 -1.59 -0.50 2.27
O -3.114 0.108 -0.936 1.01 0.76 -1.01
B -3.528 -1.293 -0.644 0.88 0.60 -0.10
C -4.189 -1.611 0.824 -0.39 0.17 0.77
C -5.783 -1.216 0.744 -0.24 -1.77 -0.10
S -6.112 0.648 0.784 -0.96 -0.32 -2.60
C -7.006 0.966 -0.874 -2.60 -1.43 -1.25
N -8.362 0.350 -1.253 5.87 4.20 -1.27
N -8.626 0.812 -2.560 6.29 3.28 0.36
C -7.441 1.694 -2.988 -2.74 -2.73 2.55
O -6.407 1.813 -1.920 -5.83 -3.49 -0.40
O -2.285 -2.038 -1.059 0.76 0.21 -2.22
H 1.274 3.725 -1.516 0.94 -0.64 0.96
H 2.981 1.075 1.102 0.21 1.39 -0.62
H 3.081 2.711 1.492 0.30 -1.02 -1.39
H 0.209 1.435 0.367 1.08 0.23 -1.21
H 2.339 -0.051 -0.729 -2.19 0.16 -0.50
H 0.605 -0.735 -0.398 0.96 2.18 -1.22
H 2.103 0.039 -3.060 -2.34 -0.25 0.95
H 0.314 0.627 -3.136 1.10 -1.61 1.35
H 1.409 -2.121 -3.620 -1.60 0.74 1.72
H 0.885 -2.361 -1.826 -0.65 1.57 -1.93
H -1.017 -1.601 -4.447 0.43 -0.60 2.27
H -0.955 -3.197 -3.436 0.16 2.38 0.20
H -3.034 -1.901 -3.024 1.83 0.92 1.02
H -1.553 0.873 -2.047 -1.42 -1.46 -1.23
H -3.254 0.360 -3.030 2.09 0.02 0.93
H -4.420 -1.446 -1.401 -1.06 -0.96 -1.19
H -4.131 -2.767 1.061 -0.18 2.25 -0.33
H -3.629 -1.005 1.654 -1.23 -1.14 -1.08
H -6.266 -1.650 -0.256 1.19 1.10 2.19
H -6.391 -1.673 1.637 1.08 1.05 -1.59
H -7.348 2.209 -4.047 0.07 -1.08 2.78
C -4.401 6.539 -5.756 0.16 0.12 -0.32
O -5.016 6.072 -4.557 0.30 -0.50 0.37
C -4.318 5.102 -3.913 0.43 -0.57 0.37
O -3.253 4.626 -4.273 -1.55 0.81 0.37
O -5.012 4.754 -2.800 0.38 0.74 -1.33
C -4.392 3.735 -2.017 0.54 -0.55 0.58
H -5.044 7.312 -6.187 -0.07 -0.19 0.32
H -3.424 6.985 -5.540 -0.09 -0.24 -0.07
H -4.305 5.726 -6.483 0.15 0.11 0.19
H -3.416 4.069 -1.653 -0.09 -0.08 -0.25
H -4.296 2.810 -2.595 0.17 0.28 0.19
H -5.033 3.536 -1.154 0.09 0.26 -0.38
C 3.660 -7.652 0.055 0.10 -0.44 0.02
O 3.394 -6.259 -0.100 -0.64 0.40 0.36
C 2.269 -5.833 0.527 -0.60 -0.01 0.31
O 1.507 -6.525 1.183 1.22 0.94 -0.96
O 2.139 -4.501 0.298 0.55 -1.28 0.06
C 0.989 -3.912 0.903 -0.67 0.34 0.27
H 4.582 -7.882 -0.486 -0.17 0.34 0.03
H 3.810 -7.901 1.111 -0.20 0.01 -0.17
H 2.850 -8.250 -0.374 0.07 0.12 0.24
H 1.032 -4.011 1.993 -0.06 -0.14 -0.20
H 0.072 -4.360 0.508 0.18 0.07 0.17
H 0.986 -2.847 0.655 0.19 -0.28 -0.13
C 8.058 0.159 3.002 0.17 0.29 0.35
O 7.584 -0.633 1.915 -0.85 -0.63 0.11
C 6.470 -1.355 2.194 -0.20 -0.11 -0.01
O 5.875 -1.373 3.260 0.82 0.04 -1.37
O 6.132 -2.055 1.081 0.56 0.78 1.00
C 4.969 -2.867 1.229 -0.51 -0.40 -0.08
H 8.951 0.694 2.667 -0.23 -0.24 -0.20
H 7.306 0.897 3.299 0.07 -0.24 0.05
H 8.335 -0.476 3.850 -0.21 0.12 -0.09
H 4.094 -2.250 1.455 0.18 -0.14 0.09
H 5.122 -3.623 2.006 -0.09 0.24 -0.02
H 4.793 -3.380 0.280 0.22 0.25 0.12
C 3.587 0.429 4.752 0.12 -0.57 -0.29
O 3.653 1.500 5.692 -0.86 0.91 0.21
C 2.567 2.313 5.689 -0.33 -0.19 -0.36
O 1.586 2.197 4.972 1.44 0.22 1.05
O 2.762 3.279 6.623 0.03 -0.74 -0.60
C 1.691 4.214 6.732 -0.37 0.33 0.04
H 4.507 -0.156 4.841 -0.15 0.34 0.12
H 2.739 -0.226 4.973 0.03 0.23 -0.15
H 3.524 0.817 3.730 -0.13 -0.07 0.19
H 0.767 3.710 7.031 0.13 0.07 -0.23
H 1.552 4.753 5.789 -0.09 -0.23 0.13
H 1.954 4.940 7.506 0.21 -0.30 -0.12
```
Forces are in eV/Å.

Total charge: -1
Molar mass, g mol⁻¹: 674.5
Frontier orbital gap, eV: 6.638

What is the molar mass in the third record?
480.5 g mol⁻¹